# 1
The following is a quantum chemistry calculation of the ion C4H8ClN2S with charge +1, from the Open Molecules 2025 dataset.

Bonds (Å) are listed after each position.
Element x y z (Å)
1 Cl 2.03427 -1.08251 -0.96561  C6 1.716
2 S -1.65291 0.76905 -1.05781  N3 1.643, C5 1.797
3 N -0.40058 1.63209 -0.43603  S2 1.643, C7 1.263
4 N -1.92400 -1.61941 0.22478  C5 1.489, H11 1.030, H12 1.032, H15 1.034
5 C -1.07693 -0.90893 -0.77250  S2 1.797, N4 1.489, H10 1.081
6 C 0.81872 -0.40424 0.03735  Cl1 1.716, C7 1.493, H16 1.090
7 C 0.64822 1.07845 -0.00118  N3 1.263, C6 1.493, C8 1.494
8 C 1.80032 1.90283 0.47458  C7 1.494, H9 1.090, H13 1.085, H14 1.086
9 H 2.36365 2.26468 -0.38555  C8 1.090
10 H -0.87805 -1.51200 -1.64775  C5 1.081
11 H -1.37745 -2.07089 0.97215  N4 1.030
12 H -2.49106 -2.35109 -0.23086  N4 1.032
13 H 1.43881 2.77083 1.01697  C8 1.085
14 H 2.46554 1.31501 1.09961  C8 1.086
15 H -2.56054 -0.92230 0.64591  N4 1.034
16 H 0.79199 -0.86156 1.02596  C6 1.090

Calculated values
Lowest unoccupied orbital energy (eV): -4.0
Energy relative to the best compared isomer or geometry (same formula, charge and spin) (kcal/mol): 14.7
Total charge: +1
Calculated total energy (hartree): -1124.7703

# 2
The following is a quantum chemistry calculation of a cluster of 2 separate species, C4H8ClN7O in total, from the Open Molecules 2025 dataset.

Bonds (Å) are listed after each position.
Element x y z (Å)
1 Cl -4.45084 -0.59700 -0.93698  C11 1.846
2 O 0.24711 1.13960 0.82539  C10 1.322
3 N 0.72691 -0.74287 -0.27450  N7 1.390, C10 1.253
4 N 2.94982 -1.75640 -0.08988  N6 1.319, N7 1.336
5 N 4.21725 0.05851 -0.37041  N6 1.300, C13 1.407
6 N 4.15210 -1.21549 -0.12101  N4 1.319, N5 1.300
7 N 2.11070 -0.76508 -0.40094  N3 1.390, N4 1.336, C13 1.330
8 N 2.36717 1.62765 -0.75982  C13 1.416, H16 0.959, H21 1.052
9 N -1.32008 -0.92512 0.78583  C10 1.551, C12 1.397, H17 0.994
10 C -0.08371 -0.06951 0.40410  O2 1.322, N3 1.253, N9 1.551
11 C -3.19293 0.58215 -0.27849  Cl1 1.846, C12 1.667, H15 1.332, H20 1.214
12 C -2.40768 -0.08379 1.03314  N9 1.397, C11 1.667, H18 1.218, H19 1.164
13 C 2.86039 0.30425 -0.65218  N5 1.407, N7 1.330, N8 1.416
14 H 0.18567 -1.96909 -0.68227  no bonds
15 H -2.32533 0.73561 -1.27745  C11 1.332
16 H 3.04872 2.25521 -1.00577  N8 0.959
17 H -1.44034 -1.90566 0.67762  N9 0.994
18 H -3.22293 -0.76891 1.62356  C12 1.218
19 H -2.13217 0.82105 1.71217  C12 1.164
20 H -3.97466 1.51051 -0.24146  C11 1.214
21 H 1.68483 1.76438 0.02934  N8 1.052

Calculated values
Lowest unoccupied orbital energy (eV): -0.9
Energy relative to the best compared isomer or geometry (same formula, charge and spin) (kcal/mol): 133.3
Calculated total energy (hartree): -1075.6965